25
Properties=species:S:1:pos:R:3:forces:R:3 method="wB97M-V/def2-TZVPD" lumo_ha="0.1238 / 0.1100" charge=-2 gap_ev="3.82 / 3.44" s2=0.76 spin_multiplicity=2
In -17.4801 -22.4338 0.1039 -0.0517 1.2727 1.6085
S -15.1714 -24.8052 -0.9951 -3.5034 1.7963 1.1922
O -15.9091 -24.6760 0.2513 0.5915 -0.4798 1.1844
O -15.8670 -23.9480 -1.9283 0.8452 0.1581 -1.5701
O -13.7388 -24.6179 -0.8772 2.0528 0.4206 -0.0125
O -15.1210 -26.2154 -1.3970 0.2500 -2.0767 -0.9453
S -17.7070 -20.0991 2.3299 -0.6795 -4.2260 -0.3638
O -18.9518 -20.5827 1.7476 -3.7970 -0.2546 -0.6037
O -17.0534 -21.3630 2.7483 0.7082 -1.6221 2.8950
O -16.8988 -19.8034 1.2172 3.8051 3.5429 -5.2354
O -17.8817 -19.0370 3.2608 -0.0567 1.5624 2.1101
C -19.9531 -20.7815 -6.9095 0.3238 -0.5127 0.9069
C -19.7877 -20.2919 -5.5903 -0.3756 0.0626 -1.4637
C -19.5540 -21.1038 -4.4915 0.0955 -0.8419 -0.4628
C -19.3466 -22.4731 -4.7531 -0.2260 1.2565 -1.8406
C -19.5332 -22.9824 -6.0626 0.0898 0.5745 0.5513
C -19.8790 -22.1505 -7.1526 1.0201 -0.1956 1.5417
N -18.8973 -23.3959 -3.7142 -1.6768 -0.9276 0.3227
O -18.5222 -23.0040 -2.6476 0.3661 0.8767 -0.1450
O -19.1323 -24.5660 -3.9648 0.4154 -0.6346 -0.2419
H -20.0850 -20.0792 -7.7194 -0.0917 0.0604 -0.0341
H -19.8224 -19.2133 -5.5481 -0.1483 0.0751 0.6877
H -19.5761 -20.7059 -3.4877 0.4595 -0.0507 0.0899
H -19.3608 -24.0391 -6.2041 -0.0157 0.0072 -0.0403
H -19.8528 -22.5968 -8.1358 -0.4005 0.1563 -0.1313

85
Properties=species:S:1:pos:R:3:forces:R:3 method="wB97M-V/def2-TZVPD" lumo_ha=0.0151 smiles=OCCO.OCCO.OCCO.OCCO.CCO.CCO.CCO.CCO.CCO charge=0 gap_ev=10.17 spin_multiplicity=1
O -19.9471 -7.8113 4.0162 0.3643 0.0803 1.0570
C -18.8815 -8.0729 4.9761 -0.6369 -0.8191 -1.2318
C -17.6188 -7.8921 4.1963 0.9894 1.6045 -0.3765
O -16.4693 -8.1861 4.9564 0.2688 -1.0555 -0.5807
H -20.7080 -7.5255 4.5270 -0.1659 0.0188 -0.0981
H -18.9654 -7.5112 5.9064 0.0691 0.4526 -0.2704
H -18.8801 -9.1296 5.2434 -0.3024 -0.2002 0.2152
H -17.4818 -6.8934 3.7816 -0.5089 0.7775 0.4449
H -17.6562 -8.3977 3.2314 0.0936 -1.1026 0.4552
H -16.4276 -7.5777 5.6978 -0.1666 0.3228 0.4757
O -12.8229 -4.6004 9.0095 -0.1090 -0.6973 1.7121
C -11.6829 -4.9758 8.2309 -1.0428 -0.3504 -0.9487
C -11.6132 -6.5505 8.0206 1.8111 1.1105 0.1000
O -10.6210 -6.8841 7.0226 -0.8821 0.2253 0.8327
H -12.9891 -3.6618 8.8950 0.1223 -0.0289 0.0168
H -11.9822 -4.3657 7.3787 1.2426 -0.8902 -1.3731
H -10.7166 -4.6150 8.5836 -0.0567 -0.0219 0.4217
H -12.5997 -7.0031 7.9207 -0.0701 0.0754 -0.4716
H -11.1164 -7.0306 8.8637 -0.6116 0.3723 0.6390
H -10.9642 -6.6130 6.1680 -0.1294 0.0561 -0.4453
O -20.8488 -4.4904 6.1498 1.2877 0.0201 1.1731
C -19.5920 -3.9804 6.7398 -0.0698 -0.1647 -0.9355
C -19.2934 -4.5123 8.1579 -2.0040 -0.6517 -1.3862
O -19.1857 -6.0023 8.1316 -0.0771 2.1589 0.4354
H -20.7856 -4.2287 5.2283 -0.1869 -0.1116 -0.1293
H -18.7730 -4.2058 6.0569 0.1737 -0.4809 0.0324
H -19.6703 -2.8955 6.6688 0.0735 0.2259 0.8030
H -20.1871 -4.2266 8.7127 -0.0479 -0.3363 0.4450
H -18.4795 -3.9717 8.6410 0.4236 -0.7585 -0.2363
H -20.0852 -6.3348 8.1767 -0.0866 -0.0076 -0.0326
O -16.7871 -6.5944 7.3265 0.4635 -0.1754 -0.6646
C -15.9658 -5.7195 8.0635 0.1826 -1.0527 1.4848
C -15.8662 -5.9938 9.5773 -0.0008 -0.6594 -0.4063
O -16.9577 -5.5814 10.3872 -0.1268 0.7829 -1.0323
H -17.6837 -6.6627 7.6627 -0.3753 0.4044 0.3841
H -14.9671 -6.0036 7.7318 0.1902 0.6990 -0.2002
H -16.1792 -4.6577 7.9404 -0.0516 0.1410 -0.4675
H -14.9112 -5.5474 9.8546 -0.0212 0.3192 0.3725
H -15.7719 -7.0662 9.7483 0.3080 -0.3050 -0.3944
H -16.7350 -5.8743 11.2739 -0.0176 -0.0398 0.5067
C -15.4714 -3.1134 12.5683 0.4540 -0.0141 0.5195
C -13.9570 -3.0106 12.1997 -2.6425 -0.0732 -0.0108
O -13.2829 -2.3793 13.2719 0.1525 -0.4409 -0.1733
H -15.6324 -3.8950 13.3108 0.1978 0.0115 0.2580
H -16.1460 -3.3817 11.7553 0.3505 0.1613 -0.3721
H -15.8098 -2.1809 13.0200 0.0071 0.0785 -0.0959
H -13.9587 -2.3936 11.3012 0.6223 -0.0043 -0.2147
H -13.6718 -4.0397 11.9811 0.7333 0.1615 -0.0297
H -12.3673 -2.6664 13.2408 0.1204 0.1044 0.0858
C -20.7754 -6.8489 11.6533 0.8309 0.9819 -0.1144
C -20.1426 -5.4064 11.7839 -1.6431 -2.1156 -0.0248
O -19.6207 -5.2626 13.0864 0.2434 0.4092 0.0962
H -19.9499 -7.5606 11.6691 -0.2465 -0.3338 -0.1356
H -21.3606 -6.9168 10.7363 0.2059 -0.1751 -0.2222
H -21.4671 -7.0610 12.4685 0.1890 0.1731 0.1619
H -21.0277 -4.7840 11.6529 0.5163 0.8002 0.0855
H -19.3709 -5.2699 11.0263 -0.1769 0.2297 -0.1021
H -18.7079 -5.5541 13.0270 0.1476 0.0628 0.1242
C -17.0507 -8.7064 11.9747 0.4605 0.7962 0.8049
C -17.0827 -7.7385 13.1844 0.0074 -2.5453 0.3642
O -16.4734 -6.5334 12.8920 0.3915 1.5757 -0.8141
H -17.2004 -9.7440 12.2729 -0.7962 0.1667 0.1851
H -16.0153 -8.7730 11.6405 -0.0078 0.5358 -0.5326
H -17.7496 -8.3452 11.2202 0.2535 -0.3911 -0.2844
H -16.4693 -8.2125 13.9506 -0.2811 -0.2056 0.4235
H -18.0957 -7.5890 13.5580 -0.1506 -0.1240 0.0241
H -16.4865 -5.9636 13.6646 0.1282 0.0591 0.1049
C -13.8424 -4.9563 4.6969 -0.5098 0.3941 -0.8631
C -13.3377 -6.3548 4.9141 -1.0352 0.2023 -0.2436
O -11.9354 -6.2760 4.8246 0.4831 -0.5940 -0.0623
H -13.3470 -4.2280 5.3389 -0.3515 -0.0690 0.2588
H -14.9247 -4.8461 4.6280 -0.1116 -0.0876 0.7401
H -13.5754 -4.6890 3.6745 0.3782 0.1549 -0.2336
H -13.7705 -7.0130 4.1607 0.1597 -0.1332 -0.2438
H -13.6671 -6.8053 5.8504 0.5375 0.2093 0.2706
H -11.7222 -5.7574 4.0453 0.1091 0.0074 -0.0701
C -13.7556 -9.7070 6.8145 -0.3998 0.4906 1.3358
C -14.1462 -10.7851 7.8269 1.1028 -1.9618 -1.4798
O -13.6473 -10.5490 9.1330 -0.5844 0.9130 0.2110
H -12.6908 -9.4770 6.8503 0.0357 -0.1173 0.1251
H -14.3079 -8.8500 7.2000 0.1186 0.5785 -0.3810
H -14.0422 -9.8486 5.7724 -0.2405 -0.4446 0.2596
H -13.6731 -11.7328 7.5697 0.2534 -0.2269 -0.6932
H -15.1943 -11.0775 7.7628 -0.4565 0.7999 0.3802
H -13.9845 -11.2803 9.6554 0.1276 0.0624 0.2527